(1)
This record from OMol25 describes one molecule with the formula CH5N3O2 at a distorted geometry. The level of theory is ωB97M-V/def2-TZVPD.

Each line ends with the Mulliken charge.
CARTESIAN COORDINATES (ANGSTROEM)
C -0.36983 -0.89311 0.54534  -0.613
N 0.59919 0.26052 0.27731  0.108
N 0.10942 1.39140 -0.37890  -0.562
N 1.58864 0.33338 1.13171  1.137
O 1.80585 -0.69833 1.71978  -0.673
O 2.27647 1.34050 1.15628  -0.646
H 0.30204 -1.69719 0.87843  0.278
H -1.01739 -0.68078 1.45203  0.278
H -0.95153 -1.00518 -0.27240  0.269
H 0.45214 1.60442 -1.30206  0.211
H -0.17241 2.16874 0.16380  0.212

The electronic energy is -355.68040 hartree. The SMILES is CN(N)[N+](=O)[O-]. As for the total charge: 0. Its orbital gap is 0.4033 Eh. The molecular weight comes out at 91.07 g mol⁻¹.

(2)
This record from OMol25 describes one molecule with the formula CH5N3O2S at a distorted geometry. The level of theory is ωB97M-V/def2-TZVPD.

Each line ends with the Mulliken charge.
CARTESIAN COORDINATES (ANGSTROEM)
C 0.63631 0.33501 0.06468  -0.030
N -0.86871 -1.13301 -0.87002  -0.188
N 0.43556 -0.57259 -0.79409  -0.470
N 1.86023 0.99784 0.26953  -0.442
O -2.52466 -2.66858 -0.28815  -0.564
O -2.85538 -0.36347 0.55779  -0.446
S -1.82017 -1.64569 0.44912  0.682
H -0.20607 0.53420 0.72315  0.349
H -0.66306 -1.83076 -1.54688  0.298
H -3.44595 -0.30448 -0.13181  0.315
H 1.96818 0.98087 1.26263  0.229
H 2.57059 0.68996 -0.38102  0.267

The electronic energy is -753.96106 hartree. As for the total charge: 0. Its orbital gap is 0.3542 Eh. The molecular weight comes out at 123.14 g mol⁻¹.

(3)
This record from OMol25 describes a 2-piece molecular cluster, CH5N3S2 overall at a distorted geometry. The level of theory is ωB97M-V/def2-TZVPD.

Each line ends with the Mulliken charge.
CARTESIAN COORDINATES (ANGSTROEM)
C -0.11543 -2.35635 0.64452  -0.325
N 1.28145 0.51193 -0.33071  -0.425
N -0.72089 -1.31583 0.32277  0.237
N -1.92224 -0.95048 0.23382  -0.732
S 0.49513 3.42423 -1.49955  -0.250
S 1.18843 1.96860 0.08838  0.196
H -0.40871 -3.31801 0.36357  0.311
H 0.96700 -2.19268 0.92857  0.205
H 0.51615 0.01991 0.06122  0.374
H -2.00102 -0.10367 -0.26420  0.254
H 0.72014 4.31234 -0.54838  0.155

The electronic energy is -1001.54557 hartree. As for the total charge: 0. Its orbital gap (alpha / beta) is 0.2650 / 0.2791 Eh. The molecular weight comes out at 123.21 g mol⁻¹.

(4)
This record from OMol25 describes a 3-piece molecular cluster, CH5N4 overall at a distorted geometry. The level of theory is ωB97M-V/def2-TZVPD.

Each line ends with the Mulliken charge.
CARTESIAN COORDINATES (ANGSTROEM)
C 0.78567 -0.78333 -0.67982  -0.267
N -1.91142 2.08256 1.90719  -0.525
N -1.09463 1.83930 1.04667  0.024
N 0.14878 -0.06913 -0.05359  0.185
N 2.08474 -2.62337 -1.62983  -0.158
H -2.37406 1.19496 2.31362  0.268
H -0.56681 2.68840 0.92311  0.272
H -0.37365 0.69896 0.47711  0.496
H 2.14167 -2.00075 -2.45562  0.355
H 1.15971 -3.02760 -1.84883  0.350

The electronic energy is -259.60444 hartree. As for the total charge: +1. Its orbital gap (alpha / beta) is 0.2074 / 0.2079 Eh. The molecular weight comes out at 73.08 g mol⁻¹.

(5)
This record from OMol25 describes a 3-piece molecular cluster, CH5N4O2 overall at a distorted geometry. The level of theory is ωB97M-V/def2-TZVPD.

Each line ends with the Mulliken charge.
CARTESIAN COORDINATES (ANGSTROEM)
C -2.38695 1.03829 2.25103  0.583
N -3.31788 1.77917 2.32767  -0.237
N 1.04010 0.70232 1.05233  -0.416
N 2.66449 -0.55272 0.08159  -0.555
N 1.73156 -0.04644 0.53845  1.078
O -1.35893 0.47884 2.07297  -0.574
O 1.01573 -0.69738 -1.88759  -0.625
H 1.33845 -1.59671 -1.91749  0.310
H -4.18343 2.07042 2.07089  0.276
H -0.03036 0.77061 1.45474  0.503
H 0.28944 -0.71169 -2.49812  0.307
H 2.81429 -1.23906 -0.62473  0.350

The electronic energy is -410.21913 hartree. As for the total charge: +1. Its orbital gap is 0.3980 Eh. The molecular weight comes out at 105.08 g mol⁻¹.

(6)
This record from OMol25 describes an isolated ion of composition CH5N4OS and charge -1 at a distorted geometry. The level of theory is ωB97M-V/def2-TZVPD.

Each line ends with the Mulliken charge.
CARTESIAN COORDINATES (ANGSTROEM)
N 0.22226 -0.97793 -0.89605  -0.777
N -0.35265 0.22652 -0.36309  0.285
N 0.45640 1.29745 -1.21272  -0.575
S -2.05439 0.26822 -0.58401  -0.492
C -0.15486 0.06535 1.18273  -0.111
N 0.59354 -0.96251 1.47303  -0.249
O 0.87728 -1.15683 2.72545  -0.686
H -0.35773 -1.68119 -0.47389  0.329
H 1.08712 -1.10467 -0.52518  0.380
H 0.16755 0.93396 -2.10801  0.286
H -0.03257 2.11927 -0.87868  0.261
H -0.45196 0.97236 1.66042  0.348

The electronic energy is -733.39582 hartree. The SMILES is N[N+](N)([S-])/C=N/[O-]. As for the total charge: -1. Its orbital gap is 0.2542 Eh. The molecular weight comes out at 121.14 g mol⁻¹.

Question: The lowest molecular weight belongs to which entry?
Answer: CH5N4

Question: Which formula does entry 5 have?
Answer: CH5N4O2

Question: Look up the total charge of the second one.
Answer: 0